(1)
DFT (ωB97M-V with the def2-TZVPD basis set) results for a molecular structure, C16H29S4Sb2Ti.

```
! wB97M-V def2-TZVPD RIJCOSX def2/J DEFGRID3
* xyz -1 1
Ti 0.71700 0.00492 0.08266
C 1.03916 2.38861 1.84919
Sb 2.54451 2.16774 0.12835
C 2.37837 1.58213 -2.08375
C 1.90945 4.32370 -0.29347
C 1.77729 4.66576 -1.72098
C 2.91448 5.02037 -2.45265
C 2.86427 5.27178 -3.81187
C 1.65029 5.17953 -4.47825
C 0.51199 4.84169 -3.76491
C 0.54453 4.57986 -2.39365
C -0.70950 4.18784 -1.69692
Sb -0.91114 2.03987 -1.26489
C -1.58814 1.63681 -3.27523
C -2.89668 2.35496 -0.47465
H 1.42717 3.18956 2.48076
H 0.98506 1.47249 2.44087
H 0.03810 2.65686 1.50281
H 3.39346 1.45026 -2.46387
H 1.87355 2.35479 -2.66105
H 1.85272 0.63350 -2.20140
H 2.69611 4.91390 0.17632
H 0.98582 4.45586 0.26527
H 3.86235 5.07405 -1.92688
H 3.76749 5.53314 -4.35046
H 1.59096 5.37282 -5.54237
H -0.44003 4.77212 -4.28196
H -1.57967 4.41715 -2.31209
H -0.82729 4.69024 -0.73421
H -2.35929 2.36064 -3.54028
H -1.98662 0.62907 -3.31962
H -0.74445 1.72105 -3.95989
H -3.46036 2.97719 -1.17103
H -2.82507 2.84899 0.49442
H -3.38306 1.39128 -0.34293
S -1.17297 0.01034 1.63732
S -1.75863 -1.73633 0.76395
S -1.88290 -1.31589 -1.25802
S 0.03926 -1.24155 -1.94524
C 3.64117 -1.55436 -0.57312
C 2.96145 -2.08217 0.69610
C 2.19500 -3.37414 0.40154
C 2.04071 -1.01557 1.33285
H 4.37872 -2.26654 -0.95316
H 4.14687 -0.60687 -0.37438
H 2.89417 -1.40325 -1.35731
H 3.76294 -2.33422 1.40449
H 1.36464 -3.16781 -0.27303
H 1.78545 -3.79414 1.32289
H 2.84061 -4.12527 -0.06364
H 2.68293 -0.29549 1.85835
H 1.44487 -1.49365 2.12126
*
```

Properties
HOMO-LUMO gap (alpha / beta) in Ha: 0.2202 / 0.2202
Relative energy (zero: lowest compared OMol25 entry of this formula, charge and spin) in kJ/mol: 319.83

(2)
DFT (ωB97M-V with the def2-TZVPD basis set) results for 2 unconnected molecules or ions with the total composition C16H30ClFN2O2P.

```
! wB97M-V def2-TZVPD RIJCOSX def2/J DEFGRID3
* xyz 1 1
C -1.09999 -0.62422 4.15706
C -2.24066 -1.05052 3.21345
C -1.77751 -1.75391 1.91312
Cl -0.51532 -2.94206 2.38156
C -1.27095 -0.79495 0.85670
C -1.20933 0.55334 1.11043
C -0.78494 1.48838 0.18227
C -0.84882 2.93076 0.64163
C -2.33001 3.33469 0.81138
F -0.28458 3.84707 -0.20849
C -0.37058 1.00818 -1.03276
C 0.13867 1.86572 -2.16394
C 1.67236 2.07337 -2.18056
O 2.13232 2.89491 -1.10287
C 2.46805 0.74540 -2.10079
N 2.56870 0.01755 -3.37325
N -0.44473 -0.30757 -1.26725
C -0.87960 -1.21755 -0.40506
P -0.86590 -2.91890 -1.18338
C -2.23757 -3.94859 -0.52766
C 0.67979 -3.78649 -0.66304
C 1.92802 -2.91227 -0.79872
H -1.39804 0.22524 4.77200
H -0.91537 -1.44482 4.84789
H -0.17155 -0.40715 3.62986
H -2.85027 -0.19187 2.92164
H -2.90911 -1.71609 3.75802
H -2.66729 -2.26132 1.55130
H -1.50247 0.92742 2.08059
H -0.35558 3.04547 1.61130
H -2.68230 3.58024 -0.19360
H -2.45062 4.17282 1.49093
H -2.94222 2.48963 1.12600
H -0.39057 2.80831 -2.24707
H -0.09783 1.33310 -3.09719
H 1.95183 2.61208 -3.08565
H 2.07697 2.32591 -0.32271
H 3.47517 1.04936 -1.81125
H 2.09338 0.12049 -1.28324
H 2.99604 0.65009 -4.04063
H 1.62937 -0.19486 -3.69434
H -0.16012 -0.63310 -2.19014
H -3.13431 -3.37546 -0.29348
H -2.53927 -4.72523 -1.22917
H -1.89537 -4.44282 0.38457
H 0.59178 -4.27107 0.30677
H 0.77245 -4.59268 -1.39824
H 2.13726 -2.63789 -1.83358
H 2.78102 -3.52429 -0.49473
H 1.92645 -2.04886 -0.12940
O 3.98288 4.11925 0.57376
H 4.79408 4.51132 0.23751
H 3.42623 3.99442 -0.20754
*
```

Properties
HOMO-LUMO gap in Ha: 0.2903
Relative energy (zero: lowest compared OMol25 entry of this formula, charge and spin) in kJ/mol: 57.77

(3)
DFT (ωB97M-V with the def2-TZVPD basis set) results for a molecular structure, C16H30F12Na4O18S4.

```
! wB97M-V def2-TZVPD RIJCOSX def2/J DEFGRID3
* xyz 0 1
Na 20.19770 -0.16686 -1.43455
Na 19.44882 -2.84118 -3.41849
Na 21.83248 2.51576 -2.77080
Na 16.23258 2.39715 -3.05783
C 23.26524 -1.92171 -4.91232
F 22.88922 -3.20827 -4.94017
F 24.58459 -1.86066 -5.02095
F 22.73026 -1.30481 -5.95491
S 22.74740 -1.13469 -3.33531
O 23.73824 -1.54708 -2.38993
O 22.71849 0.28193 -3.64561
O 21.41009 -1.67522 -3.06440
C 19.62994 1.09237 -6.28866
F 19.89618 2.40430 -6.45839
F 18.72264 0.73404 -7.19925
F 20.75726 0.41701 -6.49975
S 18.98497 0.81944 -4.59940
O 18.99510 -0.61654 -4.43959
O 19.89121 1.54369 -3.72727
O 17.64700 1.34860 -4.67988
C 15.99894 -1.52106 -0.36114
F 15.54327 -2.35933 -1.30760
F 14.99140 -0.74548 0.02090
F 16.41917 -2.24202 0.66725
S 17.32837 -0.47244 -1.06816
O 18.23060 -1.32782 -1.84149
O 16.56953 0.46996 -1.85674
O 17.99405 0.14562 0.05047
C 19.79675 4.82844 -0.96623
F 19.11438 5.94237 -0.75892
F 20.24654 4.83874 -2.26140
F 20.89270 4.80917 -0.19099
S 18.77921 3.34105 -0.65977
O 18.42280 3.45831 0.72091
O 17.68928 3.40201 -1.60260
O 19.74366 2.27378 -0.94642
C 22.36016 -1.04609 -10.77955
O 21.89386 -2.16089 -10.06451
C 20.92110 -1.79314 -9.11203
C 20.59818 -2.94875 -8.20628
O 20.43017 -4.14852 -8.91498
C 19.85922 -5.12790 -8.11830
H 23.20252 -1.37092 -11.38509
H 22.64985 -0.22283 -10.11706
H 21.57783 -0.68506 -11.46661
H 20.05399 -1.36962 -9.63753
H 21.34114 -0.96640 -8.52095
H 19.57080 -2.65560 -7.86049
H 21.08894 -3.01731 -7.23099
H 18.81662 -4.86890 -7.88358
H 20.42030 -5.27666 -7.18554
H 19.88026 -6.08032 -8.64740
C 16.42182 -2.58930 -5.16065
O 17.27646 -3.54755 -4.56322
C 17.18353 -4.85304 -5.09553
C 18.17990 -5.69214 -4.34732
O 19.48257 -5.20985 -4.54630
C 20.48721 -5.97943 -3.90589
H 16.65957 -2.44422 -6.21848
H 16.55846 -1.66993 -4.59712
H 15.37136 -2.89798 -5.08158
H 17.28928 -4.87273 -6.18353
H 16.20660 -5.30286 -4.85093
H 18.11262 -6.74226 -4.66711
H 17.90624 -5.68749 -3.28224
H 20.42929 -5.91909 -2.80963
H 21.44380 -5.55227 -4.20114
H 20.44064 -7.03515 -4.18708
C 14.57280 0.60778 -4.64993
O 14.36797 1.97101 -4.37384
C 13.91087 2.67286 -5.52009
C 14.43818 4.07291 -5.43418
O 15.82699 4.07278 -5.18581
C 16.65492 3.81100 -6.30687
H 13.64347 0.04052 -4.77932
H 15.09895 0.12693 -3.82338
H 15.21932 0.47284 -5.52353
H 12.82957 2.60231 -5.65268
H 14.39526 2.20831 -6.39008
H 14.01610 4.58940 -4.56752
H 14.17068 4.65600 -6.32264
H 16.58814 2.76926 -6.63691
H 17.67100 3.97967 -5.96462
H 16.37831 4.45819 -7.14516
*
```

Properties
HOMO-LUMO gap in Ha: 0.3364
Relative energy (zero: lowest compared OMol25 entry of this formula, charge and spin) in kJ/mol: 0.00

(4)
DFT (ωB97M-V with the def2-TZVPD basis set) results for 3 unconnected molecules or ions with the total composition C16H30F3N3O6P.

```
! wB97M-V def2-TZVPD RIJCOSX def2/J DEFGRID3
* xyz 0 2
C 1.62710 -3.58658 0.83629
P 2.67320 -2.10574 1.25328
O 3.72489 -1.92592 -0.04564
C 1.56794 -0.58992 1.11711
C 2.25887 0.66327 1.74224
C 3.10816 0.37074 2.98484
C 4.54727 0.10528 2.71381
F 5.19709 -0.55652 3.66896
C 5.25361 0.45517 1.67557
F 5.02285 1.44315 0.87785
F 6.34115 -0.19178 1.39492
C 0.25516 -0.90736 1.90017
C -1.02419 -0.68453 1.05740
C -1.45536 -1.93284 0.24966
C -2.17951 -0.46888 2.07090
N -0.95641 0.53551 0.24361
O -0.95475 1.60311 0.96051
C 0.10189 0.50714 -0.79703
C -0.40166 0.00427 -2.17364
C 0.57092 1.96172 -1.04957
C 1.36129 -0.32248 -0.41251
H 2.24050 -4.29479 0.27364
H 1.28129 -4.04297 1.75886
H 0.78860 -3.34424 0.17946
H 4.02128 -2.80769 -0.31474
H 2.77364 1.22397 0.96655
H 1.43810 1.30243 2.07990
H 3.03886 1.19192 3.70734
H 2.70965 -0.50558 3.50138
H 0.19486 -0.24574 2.76303
H 0.19581 -1.92884 2.28657
H -1.62875 -2.75175 0.94299
H -2.42051 -1.67162 -0.20724
H -0.75724 -2.17057 -0.54910
H -1.84388 0.02736 2.98002
H -2.98961 0.11955 1.63918
H -2.61808 -1.42202 2.37564
H 0.21629 0.48709 -2.93061
H -0.22898 -1.05957 -2.30799
H -1.43913 0.27872 -2.36131
H 1.14026 2.35694 -0.21202
H 1.26322 1.92933 -1.89117
H -0.28059 2.59036 -1.30402
H 1.37487 -1.29158 -0.91844
H 2.22012 0.21719 -0.80454
C -2.76421 5.01062 -0.94078
N -2.78972 5.03384 -2.43210
O -2.42736 4.02889 -3.01493
O -3.17160 6.06017 -2.95956
H -2.40416 4.04055 -0.61327
H -2.09737 5.80312 -0.61393
H -3.77863 5.18675 -0.59487
C -4.51083 -1.70654 -3.26170
N -3.31981 -2.28683 -2.58100
O -3.47824 -2.77058 -1.47388
O -2.26580 -2.23776 -3.18284
H -5.37086 -1.82157 -2.61177
H -4.30134 -0.65666 -3.44908
H -4.65015 -2.24873 -4.19238
*
```

Properties
Expectation value of S²: 0.7541
HOMO-LUMO gap (alpha / beta) in Ha: 0.2893 / 0.2897